Entry 1:
# C5H9NO2

A molecular structure, C5H9NO2 at a distorted geometry (the ωB97M-V functional and the def2-TZVPD basis, the Open Molecules 2025 dataset).

The LUMO energy comes out at 0.8 eV. The HOMO energy is -8.26 eV. As for the spin multiplicity: 1. The HOMO-LUMO gap comes out at 9.1 eV. The calculation puts the energy relative to the best compared isomer or geometry (same formula, charge and spin) at 187.1 kcal per mole.

CARTESIAN COORDINATES (ANGSTROEM)
C -1.3340 1.6221 -0.3464
C -0.1756 1.0461 -0.2928
C -1.1563 0.5208 0.7052
C 2.3603 -0.7226 0.4170
C -1.9244 -1.1447 -0.7223
N 2.4490 0.6818 0.1455
O 1.5635 1.0556 -0.7957
O -1.7764 -0.6581 0.5932
H -1.9665 2.4102 -0.6346
H -1.1155 0.7503 1.7320
H 1.3470 -0.9944 0.4155
H 2.8210 -1.1294 -0.3924
H 2.7014 -0.9255 1.4223
H -2.0442 -0.2835 -1.5243
H -2.8632 -1.6756 -0.6666
H -1.1954 -1.8876 -0.9523
H 2.3092 1.3345 0.8967

Here are the Löwdin charges for atoms 1 to 6, given in e: atom 1 (C): 0.06, atom 2 (C): 0.03, atom 3 (C): -0.32, atom 4 (C): -0.07, atom 5 (C): -0.09, atom 6 (N): -0.17

***

Entry 2:
# C2H32O13

14 unconnected molecules or ions with the total composition C2H32O13 at a distorted geometry (the ωB97M-V functional and the def2-TZVPD basis, the Open Molecules 2025 dataset).

The LUMO energy (alpha / beta) comes out at 2.7 / 2.5 eV. The HOMO energy (alpha / beta) is 0.32 / -8.25 eV. As for the spin multiplicity: 2. The expectation value of S² is 0.75. The HOMO-LUMO gap (alpha / beta) comes out at 2.3 / 10.8 eV. As for the charge: -1.

CARTESIAN COORDINATES (ANGSTROEM)
C 0.2045 -1.2521 0.6131
C 0.2260 -1.7471 2.0311
H -0.0584 -1.9652 -0.1656
H 1.1904 -0.9412 0.2683
H -0.3770 -0.3397 0.4683
H 0.8400 -2.6307 2.1902
H 0.4368 -0.9971 2.7993
H -0.7661 -2.0102 2.4344
H -1.7173 1.8380 0.5199
H -2.9411 1.5285 -0.0781
O -2.6004 1.5720 0.8313
H 0.6606 -1.3943 -3.5699
H -0.2159 -0.9331 -2.3659
O 0.6308 -1.2877 -2.6211
H 3.7509 1.8616 0.5414
H 3.8565 3.1848 1.3684
O 3.2369 2.5591 0.9880
H -1.7444 -3.9825 -2.9715
H -0.5152 -4.1361 -2.1024
O -0.8160 -3.9408 -2.9727
H 0.0479 2.4068 -1.6155
H -0.0981 1.6003 -0.3439
O -0.3320 1.5753 -1.2988
H -3.2759 -1.6996 0.8018
H -3.9909 -2.9518 1.4075
O -3.1486 -2.6068 1.0999
H -1.8343 2.0646 3.5666
H -1.4378 0.8785 2.7272
O -1.0507 1.5677 3.2947
H 2.0028 -0.3168 -2.1197
H 1.9014 0.9484 -1.3925
O 2.5635 0.2560 -1.5630
H 3.4939 0.0028 -0.0055
H 4.9335 -0.3641 0.0209
O 4.2781 0.0530 0.5864
H -2.3289 0.6523 -1.8324
H -3.8299 0.3906 -2.3614
O -3.1294 0.1117 -1.7640
H 0.1100 1.8996 1.9345
H 1.5101 2.1851 1.2601
O 0.5414 2.2807 1.1501
H -1.1943 -3.9607 1.2532
H -0.2238 -3.9149 0.1669
O -0.8308 -4.5499 0.5725
H -0.1136 4.5973 -0.1731
H 1.1927 3.8312 0.0055
O 0.7972 4.6134 -0.4080

Here are the Löwdin charges for atoms 1 to 6, given in e: atom 1 (C): -0.18, atom 2 (C): -0.18, atom 3 (H): 0.04, atom 4 (H): 0.05, atom 5 (H): 0.03, atom 6 (H): 0.07

***

- Number 1 is which compound?
  C5H9NO2

***

What did the second record say?
# C2H32O13

14 unconnected molecules or ions with the total composition C2H32O13 at a distorted geometry (the ωB97M-V functional and the def2-TZVPD basis, the Open Molecules 2025 dataset).

The LUMO energy (alpha / beta) comes out at 2.7 / 2.5 eV. The HOMO energy (alpha / beta) is 0.32 / -8.25 eV. As for the spin multiplicity: 2. The expectation value of S² is 0.75. The HOMO-LUMO gap (alpha / beta) comes out at 2.3 / 10.8 eV. As for the charge: -1.

CARTESIAN COORDINATES (ANGSTROEM)
C 0.2045 -1.2521 0.6131
C 0.2260 -1.7471 2.0311
H -0.0584 -1.9652 -0.1656
H 1.1904 -0.9412 0.2683
H -0.3770 -0.3397 0.4683
H 0.8400 -2.6307 2.1902
H 0.4368 -0.9971 2.7993
H -0.7661 -2.0102 2.4344
H -1.7173 1.8380 0.5199
H -2.9411 1.5285 -0.0781
O -2.6004 1.5720 0.8313
H 0.6606 -1.3943 -3.5699
H -0.2159 -0.9331 -2.3659
O 0.6308 -1.2877 -2.6211
H 3.7509 1.8616 0.5414
H 3.8565 3.1848 1.3684
O 3.2369 2.5591 0.9880
H -1.7444 -3.9825 -2.9715
H -0.5152 -4.1361 -2.1024
O -0.8160 -3.9408 -2.9727
H 0.0479 2.4068 -1.6155
H -0.0981 1.6003 -0.3439
O -0.3320 1.5753 -1.2988
H -3.2759 -1.6996 0.8018
H -3.9909 -2.9518 1.4075
O -3.1486 -2.6068 1.0999
H -1.8343 2.0646 3.5666
H -1.4378 0.8785 2.7272
O -1.0507 1.5677 3.2947
H 2.0028 -0.3168 -2.1197
H 1.9014 0.9484 -1.3925
O 2.5635 0.2560 -1.5630
H 3.4939 0.0028 -0.0055
H 4.9335 -0.3641 0.0209
O 4.2781 0.0530 0.5864
H -2.3289 0.6523 -1.8324
H -3.8299 0.3906 -2.3614
O -3.1294 0.1117 -1.7640
H 0.1100 1.8996 1.9345
H 1.5101 2.1851 1.2601
O 0.5414 2.2807 1.1501
H -1.1943 -3.9607 1.2532
H -0.2238 -3.9149 0.1669
O -0.8308 -4.5499 0.5725
H -0.1136 4.5973 -0.1731
H 1.1927 3.8312 0.0055
O 0.7972 4.6134 -0.4080

Here are the Löwdin charges for atoms 1 to 6, given in e: atom 1 (C): -0.18, atom 2 (C): -0.18, atom 3 (H): 0.04, atom 4 (H): 0.05, atom 5 (H): 0.03, atom 6 (H): 0.07